A structure of composition C54H56CsIN9O4PS. Source: the OMol25 dataset; level of theory: ωB97M-V with the def2-TZVPD basis set.

Geometry as XYZ:
```
127
Properties=species:S:1:pos:R:3:mulliken_charge:R:1
Cs -0.3497 -1.4587 -0.4348 0.5131
S 0.3152 1.2325 2.0437 -0.0520
C 1.6525 2.2179 1.9236 -0.0240
N 2.3264 2.5940 2.9875 -0.8857
N 3.3032 3.4566 2.7167 0.0876
C 4.6122 3.2617 3.2247 0.1832
C 4.9030 2.0656 3.8107 -0.2988
C 6.2180 1.7467 4.1185 -0.5739
C 7.2659 2.5756 3.7309 -0.6707
C 6.9349 3.9013 3.2711 -0.3002
C 5.5954 4.2696 3.1101 -0.6016
N 2.2398 2.6904 0.7284 -0.1787
N 2.6820 1.7802 -0.0728 0.1046
C 3.7357 2.0637 -0.9014 -0.0927
C 4.2305 1.0536 -1.8154 -0.4470
C 5.4357 1.2843 -2.3613 -0.3408
C 6.1206 2.5184 -2.2903 -0.5130
C 5.4758 3.5919 -1.6470 -0.7609
C 4.3089 3.3714 -0.9222 0.1442
H 3.1583 4.3026 2.1998 0.3150
H 4.0807 1.4175 4.0519 0.6813
H 6.4341 0.8221 4.6137 0.3893
H 8.2942 2.2723 3.8542 0.3734
H 7.6897 4.6566 3.0807 0.3476
H 5.3324 5.3334 2.9183 0.3248
H 3.6762 0.1038 -1.8524 0.4722
H 5.9675 0.5017 -2.9092 0.3635
H 7.0904 2.6056 -2.7542 0.3946
H 5.8296 4.6265 -1.7446 0.3695
H 3.8420 4.1211 -0.2402 0.4273
N 0.6612 0.8742 -4.3905 0.0941
P -0.9726 1.2739 -3.9994 -0.2358
C -1.7092 1.5393 -5.6054 0.2659
C -1.5698 2.7023 -6.3554 -0.2101
C -2.0059 2.7487 -7.6854 -0.5974
C -2.6880 1.6545 -8.2279 -0.3584
C -2.8840 0.5132 -7.4650 -0.4985
C -2.3983 0.4578 -6.1659 -0.7572
C -0.8416 2.8092 -3.1488 -0.0751
C -2.0653 3.3746 -2.4994 1.1148
C -1.7302 4.3192 -1.4308 -1.3062
C -0.5251 4.9236 -1.3548 -0.2388
C 0.4894 4.5877 -2.2921 -0.8392
C 0.3810 3.5177 -3.1601 0.3500
C 1.3177 -0.3166 -4.2908 0.4301
C 2.5806 -0.4210 -4.9471 -0.6680
C 3.3668 -1.5764 -4.7937 -0.4197
C 2.8966 -2.6170 -4.0597 -0.6938
C 1.6398 -2.4529 -3.4517 -0.3324
N 0.9524 -1.3139 -3.4713 -0.1305
H 1.1340 1.4709 -5.0640 0.4048
H -1.0774 3.5728 -5.9235 0.3786
H -1.9057 3.6887 -8.2540 0.3343
H -3.1181 1.6924 -9.2205 0.3478
H -3.4024 -0.3541 -7.8408 0.3798
H -2.4540 -0.4374 -5.5751 0.4095
H -2.6680 3.8961 -3.2550 0.1475
H -2.5195 4.6098 -0.7455 0.3332
H -0.3515 5.7855 -0.6620 0.2727
H 1.4576 5.0896 -2.1198 0.1758
H 1.1886 3.2707 -3.8627 0.1017
H 3.0575 0.4354 -5.4229 0.2875
H 4.3739 -1.6432 -5.2673 0.3239
H 3.4810 -3.5236 -3.9523 0.4057
H 1.1587 -3.3082 -2.9676 0.4609
O -3.7609 -1.3205 -1.0506 -0.6023
H -4.0672 -0.3641 -1.0845 0.2263
H -3.7341 -1.5945 -0.1054 0.2453
O 2.6165 -1.0329 0.9214 -0.3256
H 2.8629 -0.9200 1.8281 0.2669
H 2.0971 -0.2112 0.6931 -0.2231
O -2.5063 -3.6266 -2.2804 -0.5107
H -3.0201 -2.8087 -2.0015 0.3697
H -2.8254 -3.8111 -3.1885 0.2739
I 1.2582 -8.1139 0.7501 0.0969
C 1.5909 -6.1196 0.5279 -0.3656
C 2.7710 -5.3899 0.8070 -0.4804
N 2.4549 -4.0521 0.6872 0.0855
N 1.2049 -3.8659 0.2051 0.1705
C 0.6491 -5.1168 0.1641 -0.5380
H 3.7763 -5.7668 1.0173 0.4171
H 2.9769 -3.2531 0.9182 0.0264
H -0.3527 -5.2537 -0.2158 0.5181
N -10.0072 0.0418 1.0646 -0.5810
C -9.0265 0.4157 0.5211 0.0691
C -7.8683 0.9010 -0.0619 0.7353
C -7.6466 0.8128 -1.4634 -0.8101
C -6.3893 1.1266 -1.9182 -0.2038
C -5.3504 1.5073 -0.9914 -0.4445
C -5.6287 1.6001 0.3960 -0.4460
C -6.9180 1.3378 0.8514 -0.7966
C -4.0780 1.9835 -1.4303 0.4085
C -3.0032 2.4309 -1.8226 -0.3601
H -8.4337 0.3922 -2.1013 0.4120
H -6.1325 1.0704 -2.9955 0.4210
H -4.8446 1.9761 1.0016 0.6542
H -7.1669 1.4550 1.9074 0.4044
C -3.9723 -1.1884 3.7757 -1.3129
C -3.9497 -2.7281 3.8177 0.3420
C -4.4888 -3.5756 2.6233 -0.9985
C -2.6077 -3.3017 4.1953 -0.1179
C -2.5915 -4.4405 5.0197 -0.6069
C -1.4302 -4.9014 5.5961 -1.1968
C -0.2075 -4.2204 5.4106 -0.2779
C -0.1838 -3.0250 4.7055 -0.4328
C 0.9759 -2.0717 4.7326 2.1345
C 0.5589 -0.6433 5.0527 -1.1120
C 2.0135 -2.5081 5.7641 -1.9023
C -1.3346 -2.7176 3.8078 0.8683
O -1.1521 -1.9806 2.7634 -0.1018
H -5.0161 -0.8725 3.7376 0.4484
H -3.4280 -0.8478 2.8862 0.0909
H -3.4929 -0.7411 4.6548 0.3344
H -4.5704 -3.0601 4.6677 0.2592
H -3.7105 -3.5173 1.7887 0.0331
H -5.4697 -3.2838 2.2300 0.3875
H -4.5499 -4.6101 3.0176 0.3500
H -3.5528 -4.9003 5.2126 0.3467
H -1.4305 -5.7742 6.2210 0.3345
H 0.6864 -4.6464 5.9404 0.2826
H 1.4369 -2.0943 3.7350 -0.3872
H -0.0692 -0.6260 5.9359 0.3651
H 0.1125 -0.1677 4.1717 -0.1049
H 1.4145 0.0129 5.3023 0.3532
H 1.5266 -2.7354 6.7223 0.4657
H 2.7334 -1.6995 6.0468 0.3303
H 2.6000 -3.3872 5.4040 0.3033
```

## Properties
LUMO in eV: 2.963
DFT total energy in eV: -107274.4694
HOMO in eV: -1.15
Charge: -2
2S+1: 1